DFT (ωB97M-V with the def2-TZVPD basis set) results for 6 unconnected molecules or ions with the total composition C17H48BF7N4O7S.

Values from the calculation:
- strongest force on any atom (hartree/bohr) = 0.052
- total charge = +2
- E_tot (eV) = -69224.5794
- HOMO-LUMO gap (eV) = 6.644

Last column: Löwdin charge in e.
Atoms and positions in Å:
C  2.1166  -3.4297  -3.5547  -0.195
O  -1.3560  -1.6997  5.4007  -0.154
H  -3.4047  3.4126  -3.7338  0.098
H  0.4675  1.5982  -2.4280  0.151
H  1.9342  -0.8235  3.5869  0.170
H  -4.4752  -0.9451  -3.1418  0.160
H  4.0260  0.9058  -2.3887  0.095
H  0.0824  -4.0057  -1.9514  0.168
F  -0.8062  -0.1599  1.5738  0.134
H  -2.3171  3.1445  -2.4325  0.079
N  0.8900  -3.7611  -1.3818  0.242
H  0.7419  1.9414  5.6860  0.111
H  -1.6271  -1.7691  7.4773  0.104
C  -3.3187  2.8817  -2.7840  -0.063
H  0.0452  -2.2484  6.8668  0.086
H  3.4348  3.5878  -1.1532  0.147
H  2.8260  -4.2540  -3.4134  0.145
C  -4.1127  0.7626  -2.0187  -0.184
H  3.3893  2.2691  -3.2075  0.099
H  -1.8727  -0.9051  -1.7970  0.112
O  2.6675  -2.3917  -4.3246  -0.178
C  2.5055  -2.5796  -5.7233  -0.074
F  -0.7256  -2.2690  0.5448  0.126
H  3.2582  -1.9772  -6.2251  0.101
C  2.1684  2.3682  1.6093  -0.081
C  -0.9419  -0.3668  5.3146  -0.203
H  -1.1991  0.3225  6.1234  0.148
O  -2.6397  4.8186  0.3040  -0.310
N  0.9682  2.2289  -1.8090  0.236
H  1.4218  -4.5765  -1.0716  0.182
H  1.5832  2.8708  2.3770  0.087
C  -4.4086  -1.6226  -1.0812  -0.013
H  1.2311  -3.8012  -4.0804  0.131
H  2.5662  0.6790  -3.2836  0.078
H  -4.4946  -2.6505  -1.4361  0.092
S  -1.4667  4.2727  0.9635  0.504
F  -2.8023  1.9598  1.1577  0.091
O  -3.5128  1.5062  -3.0595  -0.196
H  0.7871  -1.9216  3.8597  0.172
H  2.0184  1.4096  4.7423  0.092
C  0.9332  1.2891  4.8356  -0.023
H  -3.7522  -1.5614  -0.2120  0.092
C  1.8410  -2.8704  -2.1569  -0.311
H  2.8688  -2.3843  -0.2561  0.080
F  -0.8282  -0.2485  -0.6641  0.076
H  -2.3649  -2.0381  -2.8725  0.162
H  3.9203  2.1879  -0.1813  0.140
H  1.1731  3.0746  -2.3516  0.179
H  1.5326  -2.3330  -6.1612  0.094
H  3.6765  -3.5360  -1.2407  0.101
N  0.9242  -0.9168  3.7115  0.240
C  3.0711  -2.6210  -1.2977  -0.021
O  -0.4919  3.7193  0.0155  -0.373
H  0.3328  2.5657  -1.0617  0.094
H  -4.1076  3.2291  -2.1161  0.104
H  -3.6471  1.0637  -1.0663  0.128
H  0.4653  -0.7210  2.8074  0.119
O  -0.8548  5.1350  1.9669  -0.300
H  -5.1259  1.1547  -1.8908  0.155
H  3.0833  2.0080  2.0837  0.099
H  1.1268  -0.6532  5.7650  0.144
C  -1.0348  -2.2266  6.6878  -0.076
H  -1.2506  -3.2974  6.6838  0.097
C  -3.9522  -0.7241  -2.2072  -0.304
H  3.7358  -1.9148  -1.7907  0.099
H  -2.2055  -0.4637  -3.3464  0.162
F  -1.0537  2.1440  2.5171  0.065
C  0.5511  -0.1712  4.9745  -0.295
H  2.2345  0.8205  -0.7769  0.123
O  2.2912  3.2794  0.5240  -0.142
C  3.0603  2.7777  -0.5255  -0.186
C  3.0784  1.3925  -2.6344  -0.042
F  1.0661  -0.9082  0.4472  0.119
H  0.5456  -3.2279  -0.5703  0.125
C  2.3205  1.7343  -1.3625  -0.325
H  -1.4735  0.1399  4.5000  0.133
F  -2.9638  3.1466  2.9089  0.157
H  -5.4076  -1.3592  -0.7354  0.107
B  -0.3284  -0.9267  0.5043  -1.240
H  0.4862  1.7212  3.9412  0.058
N  -2.5316  -1.0745  -2.5912  0.213
H  2.6780  -3.6390  -5.9385  0.098
H  1.5048  1.5679  1.2672  0.071
H  1.3330  -1.9035  -2.2079  0.141
C  -2.1085  2.7874  1.9677  -0.629